Arrangement a

# C24H27N3O4

A 2-piece molecular cluster, C24H27N3O4 overall (the ωB97M-V functional and the def2-TZVPD basis, the OMol25 dataset).

The geometry in XYZ format:
```
58
C24H27N3O4 (the ωB97M-V functional and the def2-TZVPD basis)
O 3.68562 3.46691 5.77393
O -1.29732 -1.32109 -3.35737
O 1.66680 1.28455 -0.79418
O -4.10909 -0.32606 -1.79467
C 3.19316 2.34593 5.69654
C -1.50058 -0.17717 -3.75332
C 1.58166 0.10699 -0.45477
C -3.09902 -0.26044 -1.09693
C 0.85337 -3.73456 3.14030
C 0.59169 -3.83322 1.76889
C 2.78826 2.52335 3.23035
C 1.30805 -2.52643 3.67873
C 2.32855 0.43142 4.36420
C 0.79041 -2.72939 0.92868
C 2.40001 1.95493 2.00959
C 2.76198 1.76727 4.41807
C 1.50428 -1.44301 2.81778
C 1.95131 -0.10954 3.13135
C 1.27293 -1.51059 1.44554
C 1.97838 0.61668 1.94915
N 1.58502 -0.24281 0.89947
N -2.95792 -0.95545 0.03942
N -1.77431 0.84055 -2.91610
C -1.40499 0.10109 -5.24311
C -3.94050 -1.91016 0.54970
C 1.99700 -0.44248 -2.94230
C 1.54733 -0.94920 -1.56678
C -1.85672 2.24785 -3.26970
C -1.54389 2.99721 -1.97865
C -2.16105 2.09250 -0.91290
C -1.94504 0.68073 -1.47147
H 3.09961 1.75347 6.60140
H 0.69846 -4.59291 3.78747
H 0.23104 -4.77065 1.35426
H 3.12339 3.55863 3.25190
H 1.50119 -2.43453 4.74257
H 2.29793 -0.18229 5.25932
H 0.55174 -2.86070 -0.11842
H 2.44561 2.56369 1.11297
H -2.10477 -0.83564 0.56163
H -0.54344 0.73449 -5.44046
H -2.31633 0.59352 -5.57722
H -1.28993 -0.84337 -5.77282
H -4.95094 -1.57447 0.30532
H -3.77771 -2.88539 0.08798
H -3.84767 -2.00309 1.63244
H 1.96178 -1.25681 -3.67248
H 3.02194 -0.06122 -2.89387
H 1.34185 0.36168 -3.29115
H 0.53160 -1.33611 -1.64909
H 2.21008 -1.77090 -1.28340
H -2.87156 2.47950 -3.59546
H -1.13744 2.52168 -4.04177
H -1.98497 3.99408 -1.97392
H -0.46319 3.05105 -1.83737
H -3.22857 2.30596 -0.83316
H -1.67321 2.22054 0.05406
H -1.02192 0.28346 -1.06018
```

Properties
HOMO-LUMO gap, eV: 8.8
E_LUMO, eV: -0.1
SMILES: CCC(=O)n1c2ccccc2c2cc(C=O)ccc21.CNC(=O)[C@@H]1CCCN1C(C)=O
Total charge: 0


Arrangement b

# C24H27N3O4

One molecule with the formula C24H27N3O4 (the ωB97M-V functional and the def2-TZVPD basis, the OMol25 dataset).

The geometry in XYZ format:
```
58
C24H27N3O4 (the ωB97M-V functional and the def2-TZVPD basis)
C 5.91502 -3.62726 -7.60340
C 6.52588 -3.77151 -6.44360
C 6.02338 -4.64930 -5.33481
N 5.72825 -3.87253 -4.14494
C 4.46796 -3.65536 -3.71601
O 3.49310 -4.18304 -4.20445
C 4.39065 -2.66646 -2.55232
C 4.60524 -1.22881 -3.03108
C 3.66973 -0.38887 -2.16944
O 3.72360 0.81450 -2.06717
N 2.78174 -1.23032 -1.57437
C 1.69833 -0.85315 -0.76771
C 1.65414 0.40104 -0.15629
C 0.57998 0.75709 0.62754
C -0.47884 -0.12560 0.83517
C -0.43407 -1.37888 0.24245
C 0.64298 -1.73410 -0.55242
H 0.63656 -2.70935 -1.01106
H -1.22919 -2.09340 0.38399
O -1.49777 0.33771 1.62518
C -2.62144 -0.48467 1.83398
C -3.70896 0.25922 2.62200
O -4.70545 -0.32559 2.98557
N -3.42172 1.56268 2.81714
C -4.17855 2.55195 3.45460
C -5.42719 2.30580 4.01508
C -6.12056 3.33615 4.62182
C -5.59779 4.62103 4.68984
C -4.34919 4.85531 4.12701
C -3.64453 3.83678 3.51738
H -2.67315 4.03347 3.08489
H -3.92215 5.84720 4.16832
C -6.38364 5.74181 5.30761
C -7.25944 6.42471 4.25492
H -7.95323 5.70922 3.81947
H -7.83027 7.23577 4.70131
H -6.64303 6.83158 3.45638
H -7.01884 5.35246 6.10562
H -5.70273 6.47738 5.74082
H -7.08997 3.13406 5.05402
H -5.84429 1.31387 3.97156
H -2.52798 1.86715 2.44911
H -3.07003 -0.79493 0.87996
H -2.35724 -1.38873 2.39845
H 0.54507 1.72825 1.09535
H 2.45760 1.10020 -0.31105
C 2.98999 -2.62043 -1.93633
H 2.90615 -3.25937 -1.05434
H 2.26118 -2.95085 -2.68742
H 5.62990 -0.87243 -2.93818
H 4.29460 -1.10641 -4.07210
H 5.13650 -2.93237 -1.79815
H 6.48714 -3.34582 -3.74182
H 6.77577 -5.40687 -5.08509
H 5.09413 -5.14318 -5.62416
H 7.43985 -3.23189 -6.22832
H 6.30159 -2.98489 -8.37616
H 5.00233 -4.15345 -7.82810
```

Properties
HOMO-LUMO gap, eV: 8.7
E_LUMO, eV: 0.5
SMILES: C=CCNC(=O)[C@H]1CC(=O)N(c2ccc(OCC(=O)Nc3ccc(CC)cc3)cc2)C1
Total charge: 0


Stability summary - winner: arrangement a; margin: 74.9 kJ/mol.